(1)
DFT (ωB97M-V with the def2-TZVPD basis set) results for C25H27F3N5ORuS2 as an isolated structure in a non-equilibrium geometry.

```
! wB97M-V def2-TZVPD RIJCOSX def2/J DEFGRID3
* xyz 1 1
Ru 0.74 0.88 0.49
N 4.81 1.15 1.70
C 3.49 1.32 1.60
S 2.79 1.54 -0.01
N 2.75 1.36 2.68
N 1.42 1.49 2.30
C 0.59 1.96 3.16
C -0.79 2.08 2.70
C -1.79 2.65 3.46
C -3.06 2.77 2.92
C -3.28 2.31 1.63
C -2.24 1.74 0.92
N -1.01 1.63 1.44
H 5.40 1.18 0.88
H 5.24 1.13 2.61
H 0.92 2.26 4.15
H -1.58 3.00 4.46
H -3.87 3.21 3.49
H -4.26 2.37 1.17
H -2.38 1.35 -0.08
F 3.89 -4.99 0.50
C 3.81 -3.75 0.01
F 3.53 -3.86 -1.30
F 5.03 -3.20 0.12
C 2.75 -2.94 0.73
C 2.06 -3.53 1.76
C 1.12 -2.79 2.47
C 0.90 -1.49 2.08
N 1.52 -0.93 1.03
C 2.48 -1.61 0.35
S 3.38 -0.85 -0.92
H 2.26 -4.55 2.03
H 0.57 -3.20 3.30
H 0.18 -0.87 2.59
C 1.04 1.49 -3.41
C -0.27 2.15 -2.99
C -0.06 3.18 -1.88
C -1.36 1.13 -2.71
C -2.50 1.15 -3.51
C -3.49 0.19 -3.38
C -3.34 -0.84 -2.46
C -2.22 -0.92 -1.65
C -2.08 -2.11 -0.72
C -2.18 -1.77 0.76
C -0.82 -2.94 -1.03
C -1.25 0.10 -1.76
O -0.16 0.01 -0.98
H 1.76 2.24 -3.71
H 0.88 0.82 -4.26
H 1.46 0.89 -2.60
H -0.64 2.72 -3.85
H 0.33 2.74 -0.95
H -0.99 3.71 -1.64
H 0.67 3.92 -2.20
H -2.59 1.93 -4.25
H -4.37 0.23 -4.01
H -4.10 -1.61 -2.38
H -2.94 -2.75 -0.95
H -1.34 -1.15 1.08
H -2.17 -2.68 1.36
H -3.11 -1.24 0.98
H 0.09 -2.35 -0.87
H -0.82 -3.27 -2.06
H -0.79 -3.82 -0.39
*
```

Summary:
Gap between HOMO and LUMO, eV: 4.915
Highest occupied orbital energy, Eh: -0.3704

(2)
DFT (ωB97M-V with the def2-TZVPD basis set) results for C25H27GeO9Ti as an isolated structure in a non-equilibrium geometry.

```
! wB97M-V def2-TZVPD RIJCOSX def2/J DEFGRID3
* xyz 1 1
Ti 0.69 -0.94 -0.02
C 2.71 -0.97 2.27
C 3.72 -0.84 1.15
O 3.00 -1.02 -0.07
C 3.77 -0.79 -1.24
C 2.82 -1.04 -2.41
O 1.55 -0.46 -2.16
C 1.28 0.88 -2.57
C 1.63 1.85 -1.46
O 1.24 1.26 -0.21
C 1.83 1.91 0.92
C 1.46 1.13 2.17
O 1.50 -0.28 1.93
H 3.11 -0.60 3.22
H 2.42 -2.02 2.39
H 4.50 -1.61 1.25
H 4.20 0.14 1.16
H 4.62 -1.47 -1.29
H 4.14 0.24 -1.25
H 2.64 -2.11 -2.50
H 3.25 -0.67 -3.34
H 0.21 0.91 -2.76
H 1.82 1.13 -3.48
H 1.11 2.80 -1.60
H 2.71 2.05 -1.43
H 1.46 2.93 0.99
H 2.92 1.95 0.77
H 0.43 1.35 2.45
H 2.12 1.40 2.99
O -1.82 -6.33 -0.60
C -1.26 -5.28 -0.53
C -0.21 -4.86 0.55
O 0.28 -5.61 1.35
C 0.00 -3.45 0.28
C -0.63 -3.04 -0.89
O -0.34 -1.79 -1.24
C -1.47 -4.06 -1.47
O -2.19 -4.05 -2.43
O 0.70 -2.50 0.89
Ge -1.61 -0.15 0.65
C -2.32 0.47 -1.09
C -2.05 1.75 -1.58
C -2.47 2.13 -2.85
C -3.15 1.22 -3.65
C -3.44 -0.05 -3.17
C -3.03 -0.42 -1.90
C -2.02 1.20 2.04
C -2.78 0.83 3.14
C -3.13 1.76 4.11
C -2.72 3.07 3.99
C -1.96 3.46 2.90
C -1.62 2.53 1.93
H -2.56 -1.31 1.02
H -1.54 2.47 -0.95
H -2.26 3.13 -3.21
H -3.47 1.51 -4.64
H -3.98 -0.75 -3.78
H -3.27 -1.41 -1.53
H -3.12 -0.20 3.24
H -3.74 1.45 4.96
H -3.00 3.81 4.74
H -1.65 4.49 2.79
H -1.05 2.85 1.06
*
```

Summary:
Gap between HOMO and LUMO (spin up / spin down), eV: 7.645 / 7.645
Highest occupied orbital energy (spin up / spin down), Eh: -0.4193 / -0.4193

(3)
DFT (ωB97M-V with the def2-TZVPD basis set) results for one molecule with the formula C25H27N3O6 in a non-equilibrium geometry.

```
! wB97M-V def2-TZVPD RIJCOSX def2/J DEFGRID3
* xyz 0 1
C -2.46 -4.95 -0.09
C -3.67 -4.08 0.24
H -4.48 -4.70 0.63
H -4.03 -3.57 -0.66
O -3.42 -3.16 1.29
C -2.51 -2.16 1.16
C -2.04 -1.66 2.38
C -1.14 -0.62 2.45
C -0.68 -0.05 1.28
C -1.14 -0.52 0.06
C -2.06 -1.56 -0.03
O -2.55 -2.02 -1.22
C -2.06 -1.47 -2.43
C -2.74 -2.22 -3.57
H -2.51 -3.28 -3.50
H -2.39 -1.84 -4.52
H -3.81 -2.10 -3.50
H -0.97 -1.60 -2.49
H -2.29 -0.40 -2.48
H -0.78 -0.05 -0.84
C 0.31 1.10 1.29
N 1.46 0.83 0.46
C 1.55 1.70 -0.57
O 2.38 1.75 -1.46
C 0.43 2.67 -0.42
C -0.30 2.34 0.67
C -1.44 3.00 1.31
O -1.63 2.93 2.51
C -2.35 3.73 0.43
C -3.33 4.64 0.75
C -3.92 5.03 -0.46
C -3.26 4.32 -1.44
O -2.32 3.54 -0.91
H -3.38 4.30 -2.50
H -4.72 5.72 -0.61
H -3.58 4.97 1.74
O 0.34 3.68 -1.28
H 1.08 3.58 -1.91
C 2.32 -0.30 0.67
H 2.83 -0.51 -0.27
C 3.36 -0.03 1.77
H 3.82 -0.97 2.06
C 4.45 0.94 1.30
N 5.35 0.30 0.37
C 5.30 0.33 -0.98
N 6.23 -0.41 -1.52
C 6.91 -0.96 -0.48
C 6.38 -0.53 0.70
H 6.65 -0.73 1.72
H 7.74 -1.61 -0.65
H 4.58 0.91 -1.53
H 5.03 1.29 2.16
H 4.00 1.80 0.80
H 2.86 0.39 2.64
H 1.70 -1.15 0.95
H 0.61 1.31 2.33
H -0.81 -0.25 3.41
H -2.42 -2.13 3.28
H -2.74 -5.71 -0.81
H -2.10 -5.43 0.82
H -1.66 -4.35 -0.51
*
```

Summary:
Gap between HOMO and LUMO, eV: 7.960
Highest occupied orbital energy, Eh: -0.3043
SMILES string: CCOc1ccc([C@@H]2C(C(=O)c3ccco3)=C(O)C(=O)N2CCCn2ccnc2)cc1OCC

Sequential energy above the lowest of the compared OMol25 structures with the same formula, charge and spin output: 32.9; 13.4; 72.3 kcal per mole
Sequential E_tot output: -68260.487; -124414.367; -43117.786 eV